Density functional theory data (ωB97M-V with the def2-TZVPD basis set) for a structure of composition C31H53N5O25 at a distorted geometry.

Results
- charge = -2
- Kohn-Sham gap (eV) = 1.408

Each line ends with the Löwdin charge.
Element x y z (Å)
C 1.3124 -4.4489 -1.4132  0.013
N 1.5259 -3.1553 -2.0563  -0.081
C 2.3502 -2.2514 -1.4640  0.025
C 2.6209 -1.0771 -2.1803  0.044
C 1.9512 -0.6962 -3.3592  -0.118
C 1.0629 -1.6662 -3.8392  0.066
C 0.8752 -2.8988 -3.2056  0.020
C 2.2353 0.5999 -4.0435  -0.156
C 3.5062 0.9563 -4.4010  0.024
C 3.7256 2.1264 -5.0620  -0.024
N 2.7712 3.0442 -5.1690  -0.100
C 1.5011 2.7955 -4.7756  0.073
C 1.2292 1.5085 -4.2414  0.078
C 3.1649 4.3443 -5.6003  -0.008
H 1.1029 -4.2826 -0.3565  0.097
H 2.2118 -5.0451 -1.5672  0.103
H 0.4211 -4.9779 -1.7506  0.109
H 2.8879 -2.5745 -0.5849  0.132
H 3.3435 -0.4327 -1.7019  0.127
H 0.4815 -1.5397 -4.7406  0.140
H 0.2445 -3.6922 -3.5785  0.146
H 4.3076 0.2462 -4.2601  0.133
H 4.6133 2.3811 -5.6219  0.140
H 0.7832 3.5980 -4.8590  0.150
H 0.2657 1.3566 -3.7776  0.146
H 3.7648 4.2770 -6.5078  0.099
H 3.7279 4.7919 -4.7813  0.099
H 2.3349 5.0052 -5.8501  0.113
C -2.2309 -0.0298 0.5975  0.045
C -0.7748 -0.2736 0.3393  -0.286
O -0.2945 -1.3142 -0.1126  0.072
N 0.2644 0.7794 0.7562  0.129
H -0.0472 1.3390 1.5372  0.093
H 1.0107 0.2669 1.2040  0.098
C 0.7959 1.6140 -0.4169  0.036
H -2.5303 0.9552 0.2395  0.097
H -2.4169 -0.1592 1.6637  0.113
H -2.9798 -0.6125 0.0610  0.086
H 0.1249 2.4685 -0.3287  0.068
H 0.6072 1.1839 -1.4005  0.076
H 1.8363 1.9370 -0.3788  0.090
C 5.1349 7.4278 -0.1442  0.020
C 5.8581 6.3970 0.6619  -0.352
O 7.0909 6.4770 0.7224  0.106
N 5.0509 5.3115 1.3424  0.128
H 5.6394 4.9000 2.0527  0.163
H 4.3100 5.7844 1.8399  0.175
C 4.5621 4.0722 0.4884  0.072
H 4.3670 7.9178 0.4544  0.104
H 4.6812 7.0389 -1.0558  0.089
H 5.8628 8.1577 -0.4985  0.093
H 5.2349 3.2204 0.5877  0.085
H 4.5721 4.4055 -0.5494  0.074
H 3.5237 3.8696 0.7505  0.099
C -1.6755 -3.7872 1.2098  -0.050
O -0.7350 -4.4082 2.1370  -0.179
C -0.7392 -5.8119 2.0374  -0.238
C -1.5541 -6.4090 3.1930  -0.089
N -2.9264 -5.7194 3.3527  0.109
H -2.8495 -4.7239 3.2010  0.109
H -3.4213 -6.0816 2.5503  0.161
C -3.6425 -5.9799 4.7736  -0.003
C -2.9889 -5.0204 5.8106  -0.239
O -3.0945 -3.7446 5.2925  -0.196
C -3.1584 -2.7491 6.2677  -0.071
H -2.1125 -2.8332 1.5048  0.094
H -2.5357 -4.4141 0.9749  0.084
H -1.1386 -3.5905 0.2819  0.065
H 0.3036 -6.1004 2.1691  0.121
H -1.0722 -6.1800 1.0670  0.123
H -0.9381 -6.2442 4.0769  0.115
H -1.6587 -7.4931 3.1484  0.122
H -3.6430 -7.0620 4.9045  0.116
H -4.6676 -5.6245 4.6681  0.129
H -1.9094 -5.1228 5.9209  0.118
H -3.4457 -5.1788 6.7875  0.124
H -4.0931 -2.9850 6.7764  0.095
H -3.2054 -1.7791 5.7728  0.115
H -2.2927 -2.8057 6.9277  0.089
O -5.3373 0.6660 -0.4606  0.080
C -6.4306 1.1373 0.1206  -0.871
O -7.3333 0.3938 0.5805  -0.047
O -6.5394 2.3854 0.1300  -0.024
H -5.1373 1.5741 -0.6989  0.059
O 4.5117 -1.4604 1.1003  0.099
C 3.9364 -0.3351 1.2390  -0.924
O 2.7462 -0.4673 1.5902  -0.047
O 4.5352 0.7655 1.0805  -0.059
H 3.7886 -1.8643 1.5857  0.095
O 1.0016 4.4376 -2.3461  0.077
C 1.9909 5.0442 -1.7132  -0.936
O 3.0618 5.2784 -2.2807  -0.059
O 1.7023 5.2081 -0.5509  -0.001
H 0.5009 4.2693 -1.5445  0.082
O -3.9916 2.5680 -2.0804  0.079
C -3.2119 3.3712 -1.4000  -0.938
O -3.6188 4.4000 -0.8696  0.000
O -2.0748 2.9134 -1.3140  -0.072
H -3.2810 1.9587 -2.2938  0.085
O -2.0192 -2.7188 -2.4797  0.076
C -2.5923 -1.9100 -3.3020  -1.020
O -2.3858 -0.7435 -3.1024  0.013
O -3.1764 -2.3683 -4.2806  -0.039
H -1.8443 -1.8625 -2.0825  0.039
O -4.7926 -1.4335 1.9732  0.102
C -4.8179 -2.6858 1.6076  -0.928
O -4.6678 -2.9253 0.3875  -0.046
O -4.9388 -3.5731 2.4554  -0.072
H -4.6187 -0.9985 1.1353  0.061
O -1.2216 4.6668 2.0743  0.066
C -1.1272 3.7053 3.0302  -0.821
O -0.8200 2.5242 2.7688  -0.075
O -1.3960 4.0819 4.2126  -0.096
H -0.7823 4.4189 1.2574  0.076

Density functional theory data (ωB97M-V with the def2-TZVPD basis set) for a cluster of 6 separate species, C31H55NO18P in total at a distorted geometry.

Results
- charge = +1
- Kohn-Sham gap (eV) = 6.441

Each line ends with the Löwdin charge.
Element x y z (Å)
C -2.3901 0.7034 0.7243  -0.097
C -0.7765 0.3129 0.8925  -0.163
C 0.4646 1.1940 0.2770  -0.031
C 1.9962 0.6528 0.5897  -0.030
C 2.3203 -0.7300 1.4685  -0.031
C 1.0835 -1.6159 2.0791  -0.132
C 1.2046 -2.9680 2.9981  -0.127
C 2.1384 -4.1585 2.3667  -0.168
C 3.7635 -3.9694 2.2578  -0.105
N 4.3138 -3.9069 3.6702  0.107
C 3.4494 -4.6419 4.4543  -0.039
C 3.6259 -4.8160 6.1024  -0.070
C 3.3171 -3.2934 6.7218  -0.152
C 2.1000 -3.3067 7.8489  -0.220
O 1.9914 -1.9179 8.3477  -0.132
C 2.1820 -5.2943 3.5929  -0.497
O 1.1119 -5.2749 4.6022  -0.154
P 2.2487 -7.1385 3.1021  0.940
C 1.0237 -7.4310 1.6208  -0.268
O 1.5218 -7.9996 4.4299  -0.352
C -0.4538 -1.0440 1.7551  0.012
H -2.5892 1.7791 1.1408  0.087
H -2.6142 0.7250 -0.4244  0.077
H -3.0838 -0.1291 1.2239  0.089
H 0.2144 2.1769 -0.3162  0.101
H 2.8803 1.3152 0.1455  0.080
H 3.4313 -1.0345 1.6741  0.060
H 0.0995 -3.4123 3.0800  0.131
H 1.5114 -2.6503 4.0920  0.122
H 1.8168 -4.7002 1.3773  0.146
H 4.2196 -3.0674 1.6680  0.128
H 4.2997 -4.9155 1.7661  0.156
H 5.1628 -3.3916 4.0442  0.204
H 4.7592 -5.0626 6.3422  0.140
H 2.8667 -5.5960 6.5323  0.123
H 2.9105 -2.6108 5.8350  0.105
H 4.2849 -2.7744 7.1298  0.131
H 2.3435 -4.0287 8.7442  0.142
H 1.0758 -3.5596 7.3170  0.133
H 1.2992 -1.4364 7.7910  0.116
H 0.2298 -5.4659 4.1286  0.134
H 0.4728 -6.4167 1.3829  0.045
H 1.5868 -7.8487 0.6810  0.066
H 0.1762 -8.1786 1.9834  0.077
H 1.8397 -7.6764 5.3234  0.065
H -1.3477 -1.6543 2.2120  0.085
C 0.6005 7.0188 -3.8237  -0.043
O 1.7656 6.5156 -3.1730  -0.005
C 1.6996 5.1996 -2.8489  -0.555
O 0.7572 4.4540 -3.0656  0.101
O 2.8638 4.8570 -2.2417  -0.002
C 2.9370 3.4897 -1.8422  -0.060
H 0.7634 8.0789 -4.0364  0.095
H 0.4334 6.4991 -4.7727  0.101
H -0.2748 6.9288 -3.1723  0.099
H 2.8633 2.8289 -2.7119  0.097
H 2.1552 3.2586 -1.1114  0.066
H 3.9091 3.3276 -1.3685  0.095
C -2.1646 -5.9682 6.1534  -0.049
O -2.9451 -5.1025 5.3315  -0.014
C -3.1158 -3.8554 5.8383  -0.562
O -2.6688 -3.4444 6.8977  0.109
O -3.8701 -3.1448 4.9623  -0.013
C -4.1326 -1.8028 5.3679  -0.047
H -2.0930 -6.9370 5.6514  0.098
H -1.1524 -5.5708 6.2807  0.078
H -2.6479 -6.1183 7.1242  0.106
H -3.1992 -1.2389 5.4638  0.097
H -4.6947 -1.7864 6.3072  0.103
H -4.7426 -1.3290 4.5939  0.097
C 0.0657 0.6278 -3.1094  -0.033
O 0.6649 -0.5541 -3.6369  0.001
C -0.1377 -1.6478 -3.6080  -0.546
O -1.2814 -1.6870 -3.1820  0.095
O 0.5526 -2.6904 -4.1350  -0.008
C -0.1733 -3.9176 -4.1691  -0.052
H 0.7958 1.4384 -3.1824  0.083
H -0.8177 0.9063 -3.6931  0.102
H -0.1932 0.4914 -2.0544  0.059
H -1.0662 -3.8208 -4.7951  0.100
H -0.4416 -4.2357 -3.1564  0.094
H 0.4740 -4.6812 -4.6090  0.095
C -4.2181 -0.9283 -4.0205  -0.054
O -5.0700 -0.2453 -4.9381  -0.007
C -4.5806 0.9419 -5.3766  -0.558
O -3.5134 1.4405 -5.0549  0.101
O -5.4843 1.4782 -6.2350  -0.009
C -5.0997 2.7390 -6.7800  -0.052
H -4.7081 -1.8635 -3.7364  0.097
H -3.2596 -1.1707 -4.4907  0.079
H -4.0667 -0.3303 -3.1160  0.093
H -4.1765 2.6431 -7.3605  0.099
H -4.9836 3.4836 -5.9858  0.098
H -5.8950 3.0738 -7.4515  0.095
C 2.2064 12.1000 -6.5671  -0.052
O 0.9674 12.3909 -7.2107  -0.008
C -0.0423 11.5442 -6.8867  -0.559
O 0.0340 10.5972 -6.1197  0.097
O -1.1518 11.9338 -7.5639  -0.008
C -2.3024 11.1273 -7.3188  -0.052
H 2.9411 12.8387 -6.8988  0.095
H 2.1049 12.1796 -5.4799  0.098
H 2.5652 11.1056 -6.8518  0.098
H -2.5842 11.1681 -6.2617  0.098
H -2.1239 10.0941 -7.6336  0.098
H -3.1292 11.5292 -7.9108  0.095